C18H38BeCl3N2O14 as an isolated structure in a non-equilibrium geometry. Source: OMol25; level of theory: ωB97M-V/def2-TZVPD.

```
76
Properties=species:S:1:pos:R:3:lowdin_spin:R:1
Be -1.444 -0.787 0.638 0.47
Cl 0.777 0.600 3.958 0.00
O 0.272 0.134 5.220 0.00
O 0.410 2.016 3.961 0.00
O 2.167 0.455 3.907 0.00
O 0.198 0.021 2.826 0.05
Cl -3.541 -0.028 3.505 0.01
O -2.857 -1.239 3.398 0.01
O -3.122 0.724 2.359 0.04
O -4.934 -0.324 3.432 0.00
O -3.242 0.638 4.689 0.00
Cl -3.206 -3.440 -0.648 0.01
O -3.317 -2.866 0.699 0.04
O -4.451 -3.916 -1.199 0.00
O -2.675 -2.277 -1.405 0.04
O -2.195 -4.387 -0.620 0.00
C -2.679 2.324 -3.196 0.00
C -1.279 1.921 -2.617 0.00
C -0.229 3.000 -3.242 0.00
C -0.112 4.342 -2.590 0.00
C 0.089 4.088 -1.065 0.00
C -1.060 3.284 -0.433 0.00
N -1.260 1.980 -1.142 0.01
O -2.376 1.268 -0.590 0.09
C -0.560 2.971 0.961 0.00
C -2.311 4.131 -0.428 0.00
C -0.760 0.528 -3.120 0.00
H -2.852 3.397 -3.118 0.00
H -3.486 1.761 -2.728 0.00
H -2.794 2.043 -4.243 0.00
H 0.740 2.512 -3.141 0.00
H -0.396 3.219 -4.296 0.00
H -0.978 4.974 -2.790 0.00
H 0.744 4.932 -2.915 0.00
H 0.050 5.069 -0.591 0.00
H 1.056 3.641 -0.833 0.00
H 0.336 2.351 1.001 0.00
H -0.336 3.872 1.532 0.00
H -1.252 2.415 1.594 0.00
H -3.069 3.581 0.131 0.00
H -2.220 5.110 0.042 0.00
H -2.890 4.234 -1.345 0.00
H 0.264 0.331 -2.803 0.00
H -0.608 0.463 -4.197 0.00
H -1.392 -0.260 -2.711 0.00
H -3.135 1.824 -0.781 0.00
C 1.544 -4.545 0.188 0.00
C 1.410 -3.217 1.110 0.00
C 2.531 -3.177 2.169 0.00
C 3.912 -2.616 1.630 0.00
C 3.648 -1.214 0.999 0.00
C 2.544 -1.279 -0.147 0.00
N 1.298 -1.990 0.277 0.02
O 0.322 -2.096 -0.659 0.09
C 2.214 0.243 -0.422 0.01
C 3.239 -1.742 -1.421 0.00
C 0.091 -3.335 1.942 0.03
H 1.411 -5.518 0.662 0.00
H 2.524 -4.555 -0.289 0.00
H 0.817 -4.690 -0.611 0.00
H 2.256 -2.560 3.024 0.00
H 2.721 -4.206 2.475 0.00
H 4.307 -3.280 0.862 0.00
H 4.648 -2.612 2.434 0.00
H 4.617 -0.892 0.619 0.00
H 3.310 -0.439 1.687 0.00
H 3.146 0.729 -0.710 0.00
H 1.544 0.139 -1.275 0.00
H 1.812 0.777 0.439 0.00
H 2.705 -1.454 -2.326 0.00
H 4.252 -1.355 -1.532 0.00
H 3.326 -2.828 -1.393 0.00
H 0.091 -3.833 2.912 0.00
H -0.645 -3.987 1.472 0.00
H -0.402 -2.373 2.080 0.03
H 0.721 -2.728 -1.261 0.00
```

Calculated values
2S+1: 2
Gap between HOMO and LUMO (alpha / beta): 6.0 / 7.4 eV
ΔE to the lowest compared entry with this formula, charge and spin: 0.0 kJ/mol
Strongest force on any atom: 5.9 eV/A
Net charge: -2
DFT total energy: -3265.895352 Eh


A 2-piece molecular cluster, C6H6NO2S3 overall in a non-equilibrium geometry. Source: OMol25; level of theory: ωB97M-V/def2-TZVPD.

```
18
Properties=species:S:1:pos:R:3:lowdin_charge:R:1
C -2.790 -0.452 -0.071 -0.24
C -1.483 -0.113 -0.481 -0.17
C -2.901 -1.132 1.111 -0.42
C -0.493 -0.289 0.483 -0.48
C 1.685 1.110 0.382 -0.94
C 0.882 -0.013 0.826 -0.38
N 1.484 1.851 -0.726 0.04
O 1.206 -1.331 -1.959 -0.52
O 3.470 -1.210 -0.898 -0.49
S 3.029 1.591 1.338 0.43
S -1.348 -1.046 1.926 0.95
S 2.056 -1.532 -0.746 0.78
H -3.538 -0.304 -0.827 0.09
H -1.320 0.323 -1.464 0.09
H -3.745 -1.479 1.587 0.01
H 1.117 -0.364 1.846 0.07
H 0.626 1.764 -1.358 0.12
H 2.064 2.626 -0.969 0.06
```

Calculated values
Gap between HOMO and LUMO: 6.4 eV
ΔE to the lowest compared entry with this formula, charge and spin: 0.0 kJ/mol
Strongest force on any atom: 3.8 eV/A
Net charge: -1
DFT total energy: -1632.063219 Eh